# 1
ORCA calculation (ωB97M-V with the def2-TZVPD basis set) on a 11-piece molecular cluster, C29H52ClIN13O21PS overall in a non-equilibrium geometry.

Highest occupied orbital energy = -8.27 eV
Kohn-Sham gap = 7.88 eV
Total energy = -4924.150755 Ha

Cartesian coordinates (Å):
1 C -3.80457 -7.11256 1.45218
2 C -2.27394 -6.63016 1.40029
3 Cl -1.22266 -7.77122 2.43127
4 C -1.66884 -6.58566 -0.11666
5 C -1.36175 -5.03904 -0.41252
6 C -0.26228 -4.37592 0.49958
7 C 0.05099 -2.87192 0.29006
8 C -0.71807 -2.04712 -0.81616
9 C -1.79087 -2.68384 -1.74773
10 P -2.65565 -1.59287 -3.03157
11 N -2.46718 -2.34401 -4.46534
12 C -2.09523 -4.20641 -1.52685
13 I -3.59721 -5.15598 -2.82695
14 S -0.24562 -0.23806 -0.88192
15 C -0.07395 0.15288 0.94106
16 C -0.56750 1.49337 1.54436
17 C -0.41423 1.69653 3.09780
18 C 0.20197 0.58506 3.98270
19 C 0.71457 -0.72517 3.33142
20 C 0.59525 -0.99990 1.78763
21 N 1.08723 -2.27359 1.16598
22 C 2.34596 -2.00941 0.39401
23 C 3.29350 -3.31193 0.27297
24 O 3.28818 -4.12991 1.23826
25 N 4.11357 -3.47609 -0.94580
26 C 5.43171 -4.11834 -0.65386
27 C 3.42941 -4.33741 -1.96444
28 H -3.88256 -8.07232 0.82291
29 H -4.48116 -6.26592 1.04614
30 H -4.17184 -7.30656 2.53024
31 H -2.23951 -5.59652 1.90881
32 H -0.73063 -7.24093 -0.08633
33 H -2.43830 -7.00967 -0.84791
34 H 0.30804 -4.93241 1.31130
35 H -2.08066 -0.27168 -3.11002
36 H -4.05186 -1.39023 -2.69893
37 H -1.94338 -1.63228 -5.02300
38 H -1.03405 2.33565 0.91636
39 H -0.79431 2.68334 3.55322
40 H 0.29763 0.69465 5.11011
41 H 1.17079 -1.57930 3.95235
42 H 2.14657 -1.67434 -0.69486
43 H 3.00370 -1.19310 0.88068
44 H 5.39160 -4.97880 0.09677
45 H 6.25430 -3.37362 -0.33508
46 H 5.80721 -4.57712 -1.64764
47 H 2.46635 -3.80291 -2.28534
48 H 4.04567 -4.50900 -2.91658
49 H 3.23018 -5.35822 -1.48280
50 C -0.18469 -4.57048 -6.07532
51 N 1.08123 -4.23117 -6.77539
52 O 1.13641 -4.45088 -7.97652
53 O 1.97705 -3.75580 -6.09619
54 H -0.88691 -4.98136 -6.79860
55 H 0.05009 -5.30366 -5.30900
56 H -0.57506 -3.65116 -5.63794
57 C -1.42903 5.51511 -1.87497
58 N -1.28056 4.27168 -1.07326
59 O -0.20205 4.07672 -0.53340
60 O -2.25213 3.53322 -1.01301
61 H -0.49490 6.06866 -1.83915
62 H -1.66397 5.22093 -2.89641
63 H -2.23814 6.09499 -1.43407
64 C -2.40345 5.30176 3.80831
65 N -1.71649 5.98765 2.68342
66 O -0.56602 6.35263 2.86674
67 O -2.35651 6.13598 1.65505
68 H -1.71940 5.24061 4.65200
69 H -3.27949 5.89109 4.06569
70 H -2.68315 4.30558 3.46496
71 C 1.61846 -8.82858 -4.49519
72 N 0.96787 -7.49541 -4.58509
73 O 1.68876 -6.51139 -4.47958
74 O -0.24432 -7.48427 -4.75846
75 H 2.68688 -8.68784 -4.34201
76 H 1.17355 -9.35486 -3.65142
77 H 1.42822 -9.35069 -5.43219
78 C -1.91293 9.38559 -4.50837
79 N -1.77409 8.14016 -3.70933
80 O -0.69773 7.93922 -3.16633
81 O -2.74950 7.40947 -3.65577
82 H -0.97408 9.93483 -4.46783
83 H -2.14607 9.09472 -5.53201
84 H -2.72100 9.96924 -4.06898
85 C 5.96074 -0.34438 1.49752
86 N 7.09337 -0.90022 0.71199
87 O 8.18203 -0.95986 1.26249
88 O 6.85082 -1.25752 -0.42986
89 H 6.32017 -0.07074 2.48605
90 H 5.59061 0.53156 0.96586
91 H 5.19675 -1.11871 1.56533
92 C -3.96659 9.45139 5.68114
93 N -3.83736 7.97755 5.82398
94 O -4.79328 7.37076 6.27789
95 O -2.77713 7.48042 5.47463
96 H -4.95328 9.75272 6.02830
97 H -3.18720 9.90924 6.28878
98 H -3.83832 9.69213 4.62654
99 C 8.18947 2.97343 2.55313
100 N 6.85048 3.06897 3.19184
101 O 6.47901 4.17219 3.55280
102 O 6.21971 2.02933 3.30766
103 H 8.63241 3.96697 2.51677
104 H 8.79600 2.30237 3.16034
105 H 8.04684 2.57737 1.54825
106 C 0.98216 8.76175 5.48290
107 N 0.34430 10.10252 5.41120
108 O 1.07039 11.07629 5.51825
109 O -0.86540 10.12809 5.24925
110 H 2.05324 8.89029 5.62771
111 H 0.53942 8.23217 6.32575
112 H 0.77804 8.24983 4.54262
113 C -7.44392 -5.19360 -2.95072
114 N -8.78372 -5.10550 -2.31317
115 O -9.16544 -4.00134 -1.96102
116 O -9.40415 -6.14860 -2.18913
117 H -7.00962 -4.19650 -2.99538
118 H -6.83123 -5.85380 -2.33777
119 H -7.58278 -5.59887 -3.95248

=====

# 2
ORCA calculation (ωB97M-V with the def2-TZVPD basis set) on C31H57AsFN7Si3Sn as an isolated structure.

Highest occupied orbital energy = -6.18 eV
Kohn-Sham gap = 6.50 eV
Total energy = -5017.260269 Ha

Cartesian coordinates (Å):
1 Sn -0.47260 0.44335 -0.00668
2 C -3.64656 2.05515 -0.92797
3 C -2.61545 2.32591 -2.01698
4 N -1.67867 1.22955 -2.22619
5 C -2.15736 0.14945 -3.06374
6 C -2.72648 -1.00201 -2.25827
7 C -3.29918 -2.10368 -2.88128
8 C -3.78798 -3.12841 -2.09278
9 C -3.73178 -3.00417 -0.71303
10 C -3.18572 -1.85004 -0.17570
11 C -3.28094 -1.57165 1.30434
12 N -2.36086 -0.54897 1.78250
13 C -3.00729 0.58414 2.43340
14 C -3.81410 1.43934 1.45867
15 N -3.00102 1.95065 0.36938
16 N -2.66595 -0.89131 -0.93760
17 H -4.15472 1.11066 -1.13224
18 H -4.40894 2.84874 -0.96376
19 H -2.03332 3.21013 -1.74703
20 H -3.15250 2.56392 -2.94746
21 H -0.77151 1.58647 -2.51090
22 H -1.33720 -0.22924 -3.67513
23 H -2.93733 0.49295 -3.75835
24 H -3.33147 -2.16325 -3.96063
25 H -4.20488 -4.01828 -2.54597
26 H -4.12218 -3.77654 -0.06408
27 H -3.17796 -2.50672 1.85631
28 H -4.30974 -1.23363 1.47667
29 H -1.67488 -0.96435 2.39980
30 H -2.22352 1.19534 2.88775
31 H -3.67836 0.26483 3.24555
32 H -4.29186 2.24166 2.03802
33 H -4.62909 0.84541 1.03687
34 H -2.59848 2.84879 0.60961
35 C 2.65711 4.38866 -0.61177
36 Si 1.10232 3.65600 -1.39087
37 C 0.82138 4.57605 -3.01482
38 C -0.34881 4.15078 -0.26727
39 N 1.08536 1.95960 -1.58192
40 C 1.96743 1.33087 -2.41136
41 C 3.11664 1.90898 -3.00088
42 C 3.96307 1.21399 -3.84631
43 C 3.72588 -0.11309 -4.17102
44 C 2.60606 -0.72844 -3.62777
45 C 1.78966 -0.00931 -2.79191
46 F 0.66215 -0.64688 -2.31077
47 H 2.46055 5.39212 -0.22822
48 H 3.47646 4.47105 -1.32519
49 H 3.00065 3.76842 0.21524
50 H 0.86326 5.65656 -2.86441
51 H -0.15797 4.33618 -3.43466
52 H 1.56901 4.31447 -3.76310
53 H -0.04558 4.90406 0.46054
54 H -0.71593 3.28077 0.27569
55 H -1.17386 4.57332 -0.84382
56 H 3.34733 2.93668 -2.76533
57 H 4.82707 1.72075 -4.25587
58 H 4.38472 -0.65666 -4.83235
59 H 2.36205 -1.75659 -3.85067
60 C 2.16362 4.65188 3.38719
61 C 2.30329 3.25278 2.89794
62 C 3.41151 2.47246 2.66259
63 C 2.91779 1.25440 2.15489
64 N 1.59449 1.27504 2.09314
65 N 1.24506 2.49692 2.54751
66 C 3.70811 0.05828 1.74260
67 H 3.06602 4.95207 3.91487
68 H 1.31948 4.75378 4.06949
69 H 2.01599 5.34241 2.55485
70 H 4.43877 2.74438 2.82269
71 H 0.27526 2.76314 2.55947
72 H 4.76888 0.24320 1.90206
73 H 3.54174 -0.17404 0.69112
74 H 3.41196 -0.82207 2.31302
75 C 0.52639 -1.18612 3.99249
76 Si 0.36441 -2.66315 2.81443
77 C -1.30230 -3.46564 3.24679
78 C 1.67698 -3.92913 3.29022
79 As 0.77750 -1.97194 0.62985
80 Si 0.71818 -4.02206 -0.49574
81 C -0.38091 -5.37496 0.22235
82 C 2.48496 -4.67388 -0.44954
83 C 0.24542 -3.88169 -2.30723
84 H 1.26619 -1.40431 4.76438
85 H -0.41468 -0.97168 4.50408
86 H 0.85321 -0.28733 3.47383
87 H -1.15417 -4.19147 4.04904
88 H -1.75376 -3.98512 2.40669
89 H -2.01533 -2.72731 3.61743
90 H 1.61447 -4.16628 4.35468
91 H 2.67599 -3.54915 3.07663
92 H 1.55167 -4.85668 2.73156
93 H -0.11252 -5.62343 1.24748
94 H -0.25930 -6.27601 -0.38310
95 H -1.43335 -5.09539 0.20392
96 H 2.84206 -4.76283 0.57511
97 H 3.14960 -3.97990 -0.96466
98 H 2.56581 -5.65184 -0.92943
99 H -0.82959 -3.77848 -2.43192
100 H 0.56579 -4.78515 -2.83087
101 H 0.71920 -3.02618 -2.77618

=====

# 3
ORCA calculation (ωB97M-V with the def2-TZVPD basis set) on C11H16N4O5 in the gas phase in a non-equilibrium geometry.

Highest occupied orbital energy = -8.78 eV
Kohn-Sham gap = 9.23 eV
Total energy = -1023.760208 Ha
Energy above the lowest of the compared OMol25 structures with the same formula, charge and spin = 8.551 eV

Cartesian coordinates (Å):
1 N -0.36297 -2.10554 -2.78589
2 C -0.75598 -0.78512 -2.10154
3 C -2.29949 -0.66415 -1.95152
4 C -3.18059 -0.78322 -3.13246
5 C -4.57868 -0.27159 -3.20338
6 O -5.57594 -0.92053 -3.32730
7 O -4.61573 1.21422 -3.16783
8 C 0.05758 -1.00625 -0.81828
9 O 0.29177 -2.11415 -0.13261
10 N 0.73885 0.11776 -0.49606
11 C 1.62150 0.27406 0.67198
12 C 1.02443 0.29766 2.06796
13 C 1.60293 1.38342 2.91358
14 C 1.89362 0.96182 4.23506
15 N 2.39728 2.09051 4.90623
16 C 2.66684 3.00058 3.91810
17 N 2.14017 2.64223 2.75077
18 C 2.70824 -0.87067 0.45690
19 O 3.03872 -1.16511 -0.62360
20 O 3.13165 -1.55354 1.58490
21 H -0.95030 -2.57466 -2.06967
22 H 0.85702 -2.28254 -2.49167
23 H -0.55599 0.38857 -2.67458
24 H -2.74286 -1.11990 -1.06570
25 H -2.25845 0.36078 -1.25535
26 H -3.37661 -1.78432 -3.47080
27 H -2.68301 -0.49511 -4.26106
28 H -5.50124 1.52942 -3.62311
29 H 0.35366 0.92686 -1.16865
30 H 2.52079 0.93868 0.48841
31 H 0.76968 -0.67326 2.68255
32 H 0.11456 0.77537 1.64396
33 H 1.21932 0.09330 4.68414
34 H 3.05915 2.09740 5.77017
35 H 3.31323 3.98560 4.08826
36 H 3.91683 -1.90856 0.95809